Here is C35H49FNO10P2SSbSiW as an isolated structure in a non-equilibrium geometry from OMol25. Energies are from ωB97M-V with the def2-TZVPD basis set.

* HOMO level (spin up / spin down): -13.05 / -13.44 eV
* spin multiplicity: 3
* Kohn-Sham gap (spin up / spin down): 7.774 / 8.108 eV
* relative energy (zero: lowest compared OMol25 entry of this formula, charge and spin): 0.000 eV
* charge: +2

```
102
C35H49FNO10P2SSbSiW | OMol25 | ωB97M-V with the def2-TZVPD basis set
W -13.07 -8.71 -13.50
C -14.12 -11.79 -13.06
O -14.27 -10.39 -12.73
C -15.44 -10.02 -11.97
C -15.15 -8.80 -11.25
O -14.70 -7.78 -12.21
C -14.92 -6.44 -11.56
C -13.90 -6.17 -10.45
O -12.64 -5.85 -11.00
C -11.64 -5.55 -9.99
H -14.16 -12.38 -12.13
H -13.17 -11.89 -13.63
H -14.90 -12.16 -13.71
H -15.57 -10.79 -11.21
H -16.19 -9.95 -12.73
H -14.32 -8.93 -10.54
H -16.09 -8.46 -10.81
H -15.91 -6.49 -11.16
H -14.99 -5.62 -12.27
H -13.82 -7.05 -9.74
H -14.25 -5.32 -9.87
H -12.01 -4.69 -9.36
H -10.82 -5.18 -10.67
H -11.40 -6.43 -9.37
C -8.86 -11.14 -11.52
C -10.35 -11.08 -11.85
O -10.97 -12.34 -11.58
P -10.64 -11.00 -13.69
O -10.86 -12.51 -14.10
O -9.25 -10.55 -14.26
O -11.79 -10.18 -14.23
P -11.40 -9.84 -10.89
O -10.49 -9.01 -9.93
O -12.40 -10.65 -10.16
O -12.07 -8.79 -11.85
H -8.62 -12.15 -11.75
H -8.62 -10.91 -10.51
H -8.25 -10.41 -12.14
H -11.59 -12.33 -10.83
H -10.69 -13.21 -13.49
H -9.18 -9.97 -15.06
H -10.23 -9.47 -9.09
C -13.75 -5.06 -14.64
Si -12.51 -6.01 -15.60
C -13.13 -6.65 -17.27
C -11.16 -4.73 -15.85
N -11.99 -7.45 -14.57
C -10.72 -7.71 -15.16
C -10.58 -8.55 -16.29
C -9.30 -8.69 -16.88
C -8.16 -8.06 -16.44
C -8.31 -7.16 -15.38
C -9.52 -7.02 -14.71
F -9.71 -6.13 -13.74
H -13.88 -4.09 -15.18
H -13.37 -4.69 -13.63
H -14.71 -5.56 -14.60
H -13.24 -7.74 -17.40
H -12.45 -6.37 -18.14
H -14.06 -6.18 -17.54
H -11.76 -3.98 -16.39
H -10.30 -4.90 -16.50
H -10.84 -4.18 -14.92
H -11.45 -9.09 -16.72
H -9.24 -9.35 -17.77
H -7.19 -8.20 -16.90
H -7.45 -6.58 -15.03
S -14.69 -8.98 -15.36
Sb -16.94 -8.47 -15.69
C -17.51 -8.23 -17.72
C -16.63 -8.78 -18.68
C -16.97 -8.77 -20.02
C -18.20 -8.19 -20.38
C -18.98 -7.51 -19.45
C -18.63 -7.51 -18.09
C -17.45 -6.72 -14.64
C -18.01 -6.86 -13.35
C -18.28 -5.72 -12.62
C -18.14 -4.46 -13.17
C -17.49 -4.32 -14.44
C -17.15 -5.46 -15.18
C -17.94 -10.10 -14.79
C -19.17 -9.88 -14.19
C -19.80 -10.99 -13.67
C -19.26 -12.24 -13.49
C -18.02 -12.44 -14.16
C -17.38 -11.36 -14.76
H -15.70 -9.27 -18.32
H -16.28 -9.06 -20.74
H -18.51 -8.19 -21.38
H -19.85 -6.95 -19.83
H -19.25 -6.96 -17.37
H -18.25 -7.79 -12.88
H -18.68 -5.88 -11.60
H -18.53 -3.58 -12.67
H -17.45 -3.32 -14.97
H -16.70 -5.34 -16.19
H -19.88 -9.00 -14.26
H -20.75 -10.80 -13.19
H -19.75 -13.11 -13.03
H -17.54 -13.44 -14.15
H -16.45 -11.58 -15.18
```